(1)
Computed, not measured: a structure of composition C41H39BIrN5OP2Se2, with wB97M-V/def2-TZVPD.

The HOMO-LUMO gap (spin up / spin down) comes out at 5.925 / 4.202 eV. Its total energy is -7549.2598 Eh. The calculation puts the HOMO energy (spin up / spin down) at -10.3 / -10.3 eV. For the LUMO energy (spin up / spin down), the calculation gives -4.38 / -6.10 eV. The calculation puts the molar mass at 1040.7 u. For the energy above the lowest of the compared OMol25 structures with the same formula, charge and spin, the calculation gives 0.0 kcal per mole.

The geometry in ORCA input format:
```
! wB97M-V def2-TZVPD RIJCOSX def2/J DEFGRID3
* xyz 1 2
Ir -2.698 -0.332 -1.158
Se 3.247 -2.786 1.176
P 3.110 -0.981 0.095
C 3.626 0.510 0.972
C 3.462 1.752 0.353
C 3.932 2.897 0.972
C 4.550 2.809 2.215
C 4.697 1.578 2.839
C 4.244 0.423 2.212
C 4.148 -1.038 -1.387
C 3.948 -2.052 -2.326
C 4.817 -2.189 -3.390
C 5.904 -1.331 -3.521
C 6.119 -0.339 -2.581
C 5.242 -0.189 -1.513
C 1.410 -0.641 -0.479
C 0.151 -0.334 0.065
N -0.690 -0.410 -1.003
N -0.031 -0.693 -2.102
N 1.232 -0.831 -1.803
P -0.721 0.101 1.587
Se -2.874 -0.286 1.175
C -0.600 1.852 2.001
C -1.756 2.635 2.002
C -1.697 3.963 2.393
C -0.487 4.517 2.777
C 0.664 3.741 2.773
C 0.617 2.412 2.389
C -0.212 -0.884 3.004
C -1.150 -1.625 3.731
C -0.747 -2.362 4.830
C 0.590 -2.372 5.205
C 1.520 -1.637 4.490
C 1.124 -0.892 3.392
H 2.986 1.815 -0.619
H 3.822 3.858 0.486
H 4.922 3.704 2.697
H 5.182 1.512 3.804
H 4.380 -0.551 2.669
H 3.117 -2.735 -2.214
H 4.656 -2.974 -4.117
H 6.585 -1.444 -4.354
H 6.974 0.319 -2.668
H 5.429 0.584 -0.781
H -2.705 2.205 1.710
H -2.598 4.561 2.409
H -0.438 5.553 3.084
H 1.609 4.169 3.077
H 1.527 1.828 2.408
H -2.196 -1.621 3.455
H -1.477 -2.928 5.393
H 0.908 -2.959 6.056
H 2.565 -1.655 4.767
H 1.867 -0.329 2.846
C -2.692 1.523 -1.301
C -2.707 2.750 -1.471
C -2.769 4.146 -1.716
C -3.355 4.997 -0.771
C -3.418 6.354 -1.024
C -2.907 6.868 -2.209
C -2.331 6.023 -3.151
C -2.258 4.664 -2.913
H -3.767 4.582 0.138
H -3.877 7.013 -0.299
H -2.964 7.931 -2.403
H -1.942 6.426 -4.076
H -1.814 3.998 -3.641
B -7.386 -0.492 -1.034
C -5.845 -0.437 -1.253
N -4.694 -0.376 -1.364
H -7.932 -0.761 -2.076
H -7.691 0.611 -0.640
H -7.558 -1.370 -0.216
O -2.755 -2.392 -1.570
C -2.529 -3.532 -1.115
C -1.775 -3.825 0.137
C -0.387 -4.382 -0.324
C 0.022 -4.144 -1.798
C -0.634 -5.029 -2.879
C -2.081 -4.643 -3.188
N -2.783 -4.608 -1.886
H -2.314 -4.563 0.733
H -1.663 -2.931 0.739
H -0.337 -5.452 -0.113
H 0.377 -3.915 0.300
H 1.099 -4.314 -1.838
H -0.124 -3.095 -2.065
H -0.611 -6.073 -2.551
H -0.042 -4.973 -3.795
H -2.573 -5.354 -3.847
H -2.152 -3.653 -3.633
H -2.638 -5.474 -1.383
*
```

---

(2)
Computed, not measured: a cluster of 6 separate species, C18H51NO10P2 in total, with wB97M-V/def2-TZVPD.

The HOMO-LUMO gap comes out at 9.024 eV. Its total energy is -2206.2453 Eh. The calculation puts the HOMO energy at -9.3 eV. For the LUMO energy, the calculation gives -0.32 eV. The calculation puts the molar mass at 503.6 u.

The geometry in ORCA input format:
```
! wB97M-V def2-TZVPD RIJCOSX def2/J DEFGRID3
* xyz 0 1
O -0.796 -0.286 0.192
P -2.084 -1.249 0.117
C -2.691 -1.535 -1.696
O -3.753 -2.555 -1.714
C -3.183 -3.926 -1.848
C -3.635 -4.959 -0.658
N -2.532 -5.374 0.289
P -1.194 -6.224 -0.525
O -1.705 -7.228 -1.643
O -0.392 -7.194 0.729
O 0.042 -5.195 -1.192
H -3.196 -0.752 0.917
H -1.666 -2.504 0.690
H -3.207 -0.508 -2.018
H -1.824 -1.708 -2.463
H -3.650 -4.356 -2.856
H -2.030 -3.850 -2.033
H -4.438 -4.372 0.002
H -4.159 -5.891 -1.152
H -2.214 -4.602 0.914
H 0.049 -6.518 1.355
H 0.389 -4.528 -0.530
C -2.084 -1.422 5.016
C -3.253 -1.145 4.084
C -4.584 -1.317 4.798
O -3.194 -2.037 2.974
H -2.115 -2.453 5.388
H -1.133 -1.307 4.485
H -2.092 -0.741 5.873
H -3.176 -0.126 3.690
H -4.703 -2.344 5.163
H -5.416 -1.127 4.112
H -4.667 -0.633 5.649
H -3.262 -2.945 3.315
C 2.145 0.098 3.448
C 1.942 -1.405 3.349
C 2.944 -2.039 2.397
O 0.620 -1.675 2.891
H 2.004 0.577 2.472
H 1.410 0.542 4.127
H 3.149 0.338 3.813
H 2.043 -1.856 4.343
H 2.831 -1.636 1.385
H 2.778 -3.119 2.327
H 3.971 -1.863 2.731
H 0.521 -1.278 2.010
C -0.327 2.647 -2.512
C 0.687 3.029 -1.445
C 2.092 2.602 -1.837
O 0.331 2.409 -0.212
H -0.353 1.561 -2.656
H -1.335 2.950 -2.210
H -0.090 3.121 -3.469
H 0.662 4.113 -1.285
H 2.152 1.515 -1.957
H 2.809 2.873 -1.054
H 2.401 3.075 -2.774
H 0.350 1.447 -0.344
C -1.743 7.189 -0.900
C -0.241 7.224 -0.670
C 0.277 8.652 -0.605
O 0.415 6.532 -1.730
H -2.006 7.666 -1.851
H -2.100 6.155 -0.957
H -2.278 7.700 -0.093
H 0.001 6.702 0.262
H 0.086 9.181 -1.545
H 1.361 8.661 -0.452
H -0.197 9.207 0.211
H 0.206 6.988 -2.561
C 3.727 -0.546 -4.205
C 4.740 -0.164 -3.138
C 6.146 -0.591 -3.530
O 4.385 -0.784 -1.905
H 3.701 -1.632 -4.349
H 2.718 -0.243 -3.903
H 3.964 -0.072 -5.162
H 4.716 0.920 -2.978
H 6.206 -1.678 -3.650
H 6.863 -0.320 -2.747
H 6.455 -0.118 -4.467
H 4.404 -1.746 -2.037
*
```

---

(3)
Computed, not measured: the molecule C6H8N2O2S, with wB97M-V/def2-TZVPD.

The HOMO-LUMO gap comes out at 9.078 eV. Its total energy is -891.4062 Eh. The calculation puts the HOMO energy at -9.2 eV. For the LUMO energy, the calculation gives -0.09 eV. The calculation puts the molar mass at 172.2 u. For the energy above the lowest of the compared OMol25 structures with the same formula, charge and spin, the calculation gives 147.0 kcal per mole.

The geometry in ORCA input format:
```
! wB97M-V def2-TZVPD RIJCOSX def2/J DEFGRID3
* xyz 0 1
C 0.035 0.204 -0.644
C 0.662 0.837 0.464
C -0.183 -0.391 0.671
C -0.402 -0.546 -1.862
C -0.722 -1.955 -1.406
C -1.374 -2.090 0.004
N -0.669 -1.392 1.146
N 0.949 2.572 2.485
O 3.026 2.225 0.995
O 1.023 3.239 -0.151
S 1.555 2.319 0.838
H -1.201 0.007 -2.337
H 0.506 -0.623 -2.573
H -1.531 -2.537 -2.093
H 0.123 -2.627 -1.548
H -2.421 -1.716 -0.179
H -1.502 -3.083 0.220
H 1.651 2.150 3.106
H 0.474 3.406 2.864
*
```

---

(4)
Computed, not measured: a structure of composition C5H6O3, with wB97M-V/def2-TZVPD.

The HOMO-LUMO gap comes out at 9.406 eV. Its total energy is -419.6349 Eh. The calculation puts the HOMO energy at -10.1 eV. For the LUMO energy, the calculation gives -0.67 eV. The calculation puts the molar mass at 114.1 u. For the energy above the lowest of the compared OMol25 structures with the same formula, charge and spin, the calculation gives 128.3 kcal per mole.

The geometry in ORCA input format:
```
! wB97M-V def2-TZVPD RIJCOSX def2/J DEFGRID3
* xyz 0 1
C 1.081 -0.449 0.151
C 0.270 0.705 -0.123
C -1.104 0.730 -0.831
C -1.980 -0.292 -0.209
C -2.338 -0.357 1.089
H 1.673 -2.165 -0.942
H -0.704 0.175 -1.717
H -1.723 1.752 -0.996
H -2.278 -1.178 -1.301
H -3.217 -1.075 1.293
H -2.017 0.399 1.890
O 0.806 -1.344 -0.715
O 2.174 -0.439 0.820
O 1.106 1.792 0.058
*
```

---

- Which of these has the highest total energy?
  C5H6O3

---

- The highest total energy belongs to which entry?
  C5H6O3

---

- total energy of number 2 (C18H51NO10P2)?
  -2206.2453 Eh

---

- Which value of total energy does entry 4 give?
  -419.6349 Eh